DFT (the ωB97M-V functional and the def2-TZVPD basis) results for a 2-piece molecular cluster, C26H62N5OP overall in a non-equilibrium geometry.

Values from the calculation:
Kohn-Sham gap in eV: 4.57
E in a.u.: -1717.94092
HOMO in eV: -5.40
LUMO energy in eV: -0.8

Each line ends with the Mulliken charge.
Atoms and positions in Å:
1 C -6.0976 0.7188 -2.6270  -0.860
2 C -5.0275 1.2545 -3.2355  -0.406
3 P -3.1623 0.9768 -2.8318  2.201
4 N -2.7804 2.7749 -2.9561  -0.842
5 C -2.7909 0.8200 -4.7408  -1.975
6 C -1.3337 1.1478 -5.0858  0.309
7 C -0.4618 -0.0854 -5.4194  -1.254
8 C 0.0146 -0.7774 -4.1439  0.649
9 C 1.3772 -0.2961 -3.6575  -0.690
10 C 1.6278 -0.8252 -2.2391  -0.611
11 C 2.1494 0.2119 -1.2593  -0.365
12 C 1.1897 1.3637 -0.9408  2.219
13 C 1.2844 2.6061 -1.8510  -0.459
14 C 1.2806 3.9289 -1.0841  -1.477
15 C -0.1353 4.3965 -0.6860  0.599
16 C -0.3860 4.3007 0.8199  -0.982
17 O -0.7546 2.9907 1.2363  -0.256
18 C -2.1424 2.7408 1.0987  -0.474
19 C -3.3923 -0.9464 -2.6226  -1.494
20 C -3.1828 -1.5094 -1.2142  0.515
21 N -3.1507 -2.9800 -1.3395  -0.757
22 N -1.8934 -1.0657 -0.6750  -0.110
23 N -4.2779 -1.2390 -0.2822  -0.642
24 H -6.2578 0.7248 -1.5490  0.325
25 H -6.9093 0.2961 -3.2229  0.219
26 H -5.2282 1.9308 -4.0717  0.267
27 H -1.7399 0.7684 -2.5656  -0.811
28 H -3.4084 1.1433 -1.3704  -0.222
29 H -3.2803 3.2310 -3.7132  0.259
30 H -2.9891 3.2459 -2.0819  0.193
31 H -2.9843 -0.2044 -5.0759  0.551
32 H -3.4798 1.4505 -5.3067  0.565
33 H -1.3239 1.7705 -5.9897  0.359
34 H -0.8713 1.7323 -4.2825  -0.326
35 H 0.3980 0.2641 -6.0033  0.407
36 H -1.0505 -0.7861 -6.0172  0.466
37 H 0.0695 -1.8619 -4.3139  0.457
38 H -0.6889 -0.6157 -3.3275  -0.846
39 H 1.3543 0.7960 -3.6852  0.266
40 H 2.1448 -0.6516 -4.3522  0.445
41 H 0.6979 -1.2474 -1.8439  0.149
42 H 2.3496 -1.6498 -2.2993  0.454
43 H 2.3107 -0.3175 -0.3123  -0.721
44 H 3.1350 0.5960 -1.5501  0.398
45 H 0.1577 1.0050 -0.8824  -1.044
46 H 1.4588 1.7157 0.0640  -0.309
47 H 2.1768 2.5324 -2.4800  0.714
48 H 0.4292 2.5771 -2.5359  -0.087
49 H 1.7686 4.6717 -1.7194  0.406
50 H 1.8790 3.7979 -0.1746  0.458
51 H -0.8720 3.7626 -1.1889  -0.567
52 H -0.2890 5.4386 -0.9751  0.470
53 H 0.5310 4.5567 1.3580  0.452
54 H -1.1698 5.0073 1.1225  0.374
55 H -2.2804 1.6789 0.8907  -0.049
56 H -2.5818 3.2994 0.2688  0.328
57 H -2.6660 2.9772 2.0325  0.341
58 H -2.5974 -1.3943 -3.2306  0.202
59 H -4.3359 -1.3276 -3.0142  0.541
60 H -2.9614 -3.3752 -0.4201  0.299
61 H -2.3560 -3.1994 -1.9341  0.325
62 H -1.8793 -0.0494 -0.5983  -0.392
63 H -1.8172 -1.4459 0.2667  0.270
64 H -5.1673 -1.3561 -0.7527  0.290
65 H -4.2060 -0.2932 0.0710  0.284
66 C 2.5673 0.8019 2.9830  -1.237
67 C 1.9239 -0.5232 2.5634  0.412
68 C 1.5026 -1.4540 3.6905  -0.931
69 N 2.5526 -2.4123 4.2232  0.130
70 C 1.9248 -3.1088 5.4104  -0.611
71 C 2.8986 -3.9554 6.2082  -0.667
72 C 4.0949 -3.1246 6.6560  -0.674
73 C 4.7678 -2.5044 5.4385  -0.853
74 C 3.7924 -1.6628 4.6316  -0.606
75 C 2.8682 -3.4200 3.1667  -0.937
76 H 3.6234 0.7072 3.2358  0.326
77 H 2.5034 1.5108 2.1591  0.242
78 H 2.0496 1.2392 3.8389  0.319
79 H 2.5523 -1.0315 1.8308  -0.169
80 H 1.0021 -0.2694 2.0350  0.394
81 H 0.6894 -2.0988 3.3557  0.456
82 H 1.1432 -0.8768 4.5427  0.373
83 H 1.5123 -2.3226 6.0430  0.423
84 H 1.1028 -3.7051 5.0164  0.446
85 H 2.3677 -4.3564 7.0722  0.396
86 H 3.2318 -4.8186 5.6275  0.324
87 H 4.8018 -3.7423 7.2087  0.390
88 H 3.7629 -2.3343 7.3364  0.313
89 H 5.2083 -3.2858 4.8143  0.344
90 H 5.5915 -1.8585 5.7440  0.396
91 H 4.2610 -1.3149 3.7144  0.387
92 H 3.4554 -0.8034 5.2120  0.469
93 H 3.3174 -2.9157 2.3170  0.341
94 H 1.9438 -3.9077 2.8676  0.348
95 H 3.5630 -4.1539 3.5603  0.454

---

DFT (the ωB97M-V functional and the def2-TZVPD basis) results for C26H64B2F6MgNO16S2 as an isolated structure in a non-equilibrium geometry.

Values from the calculation:
Total charge: -1
Kohn-Sham gap in eV: 7.86
Relative energy (zero: lowest compared OMol25 entry of this formula, charge and spin) in kcal per mole: 0.0
E in a.u.: -3932.78583
HOMO in eV: -6.45
LUMO energy in eV: 1.4

Each line ends with the Mulliken charge.
Atoms and positions in Å:
1 Mg 2.5136 1.3493 -1.1765  -0.863
2 C -4.0474 0.4071 -7.6477  0.709
3 F -3.7205 0.7123 -8.9187  -0.255
4 F -3.8438 1.5110 -6.9218  -0.218
5 F -5.3378 0.0675 -7.5889  -0.257
6 S -2.9532 -1.0485 -7.0812  0.992
7 O -3.7842 -2.0576 -6.5294  -0.552
8 O -2.2585 -1.3256 -8.3076  -0.709
9 N -1.8482 -0.3098 -6.0551  -0.521
10 S -2.5473 -0.3997 -4.6204  1.274
11 O -3.7982 0.3081 -4.4932  -0.699
12 O -2.5902 -1.7217 -4.0291  -0.704
13 C -1.3219 0.4982 -3.5560  0.608
14 F -1.0177 1.6691 -4.1382  -0.288
15 F -1.8436 0.6916 -2.3512  -0.130
16 F -0.2076 -0.2173 -3.4115  -0.191
17 B 1.0440 0.2138 -0.3038  2.505
18 H -0.0144 -0.1573 0.1167  -0.591
19 H 0.8118 0.6743 -1.3431  -0.384
20 H 1.6147 0.9542 0.3685  0.007
21 H 1.7581 -0.6826 -0.5651  -0.473
22 B 2.8676 1.4414 -3.3377  2.427
23 H 1.9949 2.1341 -3.7982  -0.319
24 H 3.5522 2.0840 -2.6377  -0.278
25 H 2.4388 0.5396 -2.7401  -0.455
26 H 3.5866 0.9617 -4.1799  -0.301
27 C 9.6012 -2.8673 -0.3751  -0.702
28 O 8.4929 -3.7138 -0.0068  -0.412
29 C 7.2599 -3.0890 -0.1653  -0.087
30 C 6.3784 -3.4070 1.0490  -0.493
31 O 5.0250 -3.2299 0.6741  -0.050
32 C 4.1443 -4.0735 1.3751  -0.486
33 C 3.9301 -3.7390 2.8351  -0.589
34 O 3.6863 -2.4037 3.1295  -0.448
35 C 2.4253 -1.9588 2.6920  -0.684
36 H 9.5919 -2.0652 0.3668  0.316
37 H 9.4550 -2.4661 -1.3778  0.299
38 H 10.4780 -3.4991 -0.3033  0.252
39 H 6.6807 -3.4222 -1.0373  0.295
40 H 7.3605 -2.0000 -0.2589  -0.068
41 H 6.6638 -2.7199 1.8524  0.194
42 H 6.5621 -4.4527 1.3137  0.479
43 H 4.4809 -5.1163 1.2775  0.467
44 H 3.1856 -4.0437 0.8481  0.121
45 H 4.7352 -4.1302 3.4722  0.404
46 H 3.1270 -4.3983 3.2183  0.438
47 H 1.6609 -2.7493 2.7501  0.362
48 H 2.4373 -1.6848 1.6263  0.244
49 H 2.0340 -1.1017 3.2351  0.309
50 C 4.1773 -1.2707 -1.4529  -0.764
51 O 4.1888 0.0943 -1.0641  -0.541
52 C 5.1811 0.4245 -0.1157  0.078
53 C 5.1868 1.9457 -0.0540  -1.208
54 O 3.8219 2.3405 0.0988  -0.550
55 C 3.5625 3.7361 0.1103  -0.750
56 C 2.0767 3.9636 -0.1004  -0.476
57 O 1.6897 3.1710 -1.2108  -0.396
58 C 0.4092 3.5214 -1.7442  -0.726
59 H 3.6424 -1.8428 -0.6849  0.070
60 H 5.1573 -1.7338 -1.5041  0.202
61 H 3.5245 -1.4288 -2.3066  0.410
62 H 6.1721 0.0783 -0.4299  0.099
63 H 4.9650 -0.0471 0.8518  0.263
64 H 5.5753 2.3281 -1.0010  0.438
65 H 5.7426 2.2873 0.8223  0.420
66 H 4.1228 4.2250 -0.6962  0.374
67 H 3.8831 4.2012 1.0491  0.366
68 H 1.8926 5.0370 -0.2013  0.460
69 H 1.5018 3.6219 0.7731  0.252
70 H -0.3495 3.5101 -0.9581  0.313
71 H 0.1759 2.7956 -2.5100  0.030
72 H 0.4673 4.5132 -2.1970  0.312
73 C -7.6203 -2.1227 -0.4963  -0.803
74 O -6.3839 -1.4980 -0.3081  -0.252
75 C -5.4823 -1.7417 -1.3671  -0.939
76 C -4.1065 -1.2922 -1.0188  0.257
77 O -3.6003 -2.0387 0.0763  -0.599
78 C -2.2526 -1.7887 0.3384  0.830
79 C -1.7157 -2.8265 1.2796  -0.127
80 O -1.6045 -4.1340 0.7900  -0.440
81 C -0.6376 -4.2604 -0.2301  -0.359
82 H -7.5345 -3.1754 -0.7834  0.320
83 H -8.1989 -1.5297 -1.2181  0.299
84 H -8.1755 -2.1119 0.4447  0.241
85 H -5.7826 -1.1285 -2.2370  0.379
86 H -5.5365 -2.7615 -1.7686  0.424
87 H -4.1841 -0.2546 -0.6581  0.193
88 H -3.5289 -1.3239 -1.9449  -0.011
89 H -2.0604 -0.7961 0.7640  -0.419
90 H -1.7052 -1.8241 -0.6141  0.070
91 H -2.4756 -2.8903 2.0727  0.282
92 H -0.8054 -2.5458 1.8281  -0.025
93 H -0.8632 -3.6065 -1.0784  0.180
94 H -0.6624 -5.2949 -0.5582  0.329
95 H 0.3575 -3.9445 0.1193  0.053
96 C -1.4674 1.2276 2.6359  -0.574
97 O -2.1272 1.8685 3.7270  -0.426
98 C -3.3023 1.2352 4.1394  -0.381
99 C -3.8823 1.9515 5.3262  -0.801
100 O -4.9744 2.7786 5.0302  -0.352
101 C -4.5849 3.9938 4.4526  -0.228
102 C -5.8128 4.8319 4.1790  -0.648
103 O -6.3402 5.3843 5.3597  -0.325
104 C -7.6765 5.8243 5.1889  -0.735
105 H -1.3934 0.1840 2.9736  0.301
106 H -0.4401 1.5896 2.6986  0.243
107 H -1.8534 1.3565 1.6260  0.249
108 H -3.1645 0.1486 4.2648  0.470
109 H -4.0740 1.2323 3.3484  0.333
110 H -3.1611 2.4776 5.9684  0.368
111 H -4.1880 1.2100 6.0793  0.336
112 H -4.1486 3.8076 3.4608  0.251
113 H -3.8813 4.5967 5.0396  0.294
114 H -6.5625 4.2059 3.6799  0.377
115 H -5.5304 5.6356 3.4833  0.348
116 H -7.8298 6.6948 5.8319  0.251
117 H -8.3629 5.0239 5.4751  0.258
118 H -7.8940 6.1950 4.1814  0.335